{
  "formula": "C50H40BN3O11S2Tc",
  "method": "ωB97M-V/def2-TZVPD",
  "total_energy_ha": -3822.53246,
  "e_homo_ha": [-0.4598, -0.4598],
  "molar_mass_g_mol": 1031.83,
  "spin_multiplicity": 4,
  "s2": 3.86,
  "total_charge": 2,
  "symbols": ["Tc", "C", "C", "C", "C", "C", "C", "C", "S", "O", "C", "C", "C", "C", "C", "C", "C", "C", "C", "C", "C", "C", "C", "C", "C", "C", "C", "C", "C", "C", "S", "O", "C", "C", "C", "C", "C", "C", "C", "H", "H", "H", "H", "H", "H", "H", "H", "H", "H", "H", "H", "H", "H", "H", "H", "H", "H", "H", "H", "H", "H", "H", "H", "H", "H", "O", "N", "O", "C", "C", "C", "C", "O", "C", "C", "N", "O", "O", "N", "O", "O", "H", "H", "C", "C", "C", "C", "C", "C", "C", "C", "O", "B", "O", "C", "C", "H", "H", "H", "H", "H", "H", "H", "H", "H", "H", "H", "H"],
  "coordinates": [[-1.94, 0.44, 0.54], [6.66, -1.34, 2.13], [5.25, -1.09, 1.72], [4.87, -1.27, 0.39], [3.62, -0.93, -0.05], [2.70, -0.41, 0.86], [3.02, -0.31, 2.22], [4.29, -0.66, 2.64], [1.20, 0.41, 0.41], [0.07, -0.68, -0.10], [1.68, 1.10, -1.18], [1.86, 0.36, -2.35], [2.23, 1.03, -3.50], [2.42, 2.43, -3.51], [2.75, 3.13, -4.69], [2.85, 4.50, -4.68], [2.64, 5.23, -3.50], [2.34, 4.58, -2.33], [2.21, 3.18, -2.31], [1.82, 2.48, -1.15], [1.33, 3.10, 0.10], [2.14, 3.23, 1.26], [3.54, 3.09, 1.22], [4.28, 3.24, 2.36], [3.64, 3.53, 3.59], [2.28, 3.65, 3.66], [1.49, 3.50, 2.50], [0.08, 3.56, 2.55], [-0.67, 3.43, 1.41], [-0.03, 3.25, 0.18], [-0.94, 2.94, -1.35], [-1.93, 1.86, -0.89], [-1.82, 4.49, -1.56], [-2.58, 5.14, -0.60], [-3.10, 6.39, -0.88], [-2.91, 6.99, -2.12], [-3.44, 8.35, -2.38], [-2.20, 6.29, -3.10], [-1.65, 5.06, -2.82], [7.32, -1.23, 1.27], [6.76, -2.35, 2.51], [6.97, -0.65, 2.91], [5.60, -1.66, -0.31], [3.37, -1.03, -1.09], [2.29, 0.07, 2.91], [4.55, -0.57, 3.68], [1.64, -0.69, -2.36], [2.35, 0.47, -4.41], [2.92, 2.57, -5.60], [3.09, 5.03, -5.59], [2.73, 6.30, -3.52], [2.19, 5.12, -1.41], [4.02, 2.90, 0.27], [5.35, 3.16, 2.33], [4.25, 3.65, 4.47], [1.80, 3.87, 4.60], [-0.40, 3.70, 3.50], [-1.75, 3.44, 1.48], [-2.77, 4.70, 0.37], [-3.67, 6.90, -0.12], [-2.91, 9.08, -1.76], [-4.50, 8.41, -2.11], [-3.33, 8.64, -3.42], [-2.09, 6.71, -4.09], [-1.07, 4.53, -3.57], [-6.08, -4.18, 3.59], [-6.71, -3.19, 3.30], [-7.89, -3.03, 3.42], [-5.94, -2.07, 2.75], [-4.59, -2.27, 2.43], [-3.89, -1.21, 1.91], [-4.47, 0.07, 1.70], [-3.73, 0.99, 1.17], [-5.84, 0.23, 2.03], [-6.56, -0.84, 2.53], [-6.49, 1.51, 1.78], [-7.69, 1.50, 1.74], [-5.78, 2.47, 1.61], [-2.54, -1.26, 1.47], [-1.68, -0.64, 2.18], [-2.17, -2.18, 0.71], [-4.13, -3.23, 2.59], [-7.61, -0.72, 2.77], [0.97, -8.01, -2.08], [-0.22, -7.87, -1.11], [-0.24, -9.06, -0.16], [-1.51, -7.89, -1.95], [-0.04, -6.54, -0.41], [0.43, -6.43, 0.91], [0.64, -5.22, 1.54], [0.40, -4.08, 0.80], [0.54, -2.75, 1.14], [0.06, -2.08, 0.05], [-0.20, -2.89, -1.02], [-0.05, -4.16, -0.52], [-0.28, -5.37, -1.14], [0.92, -8.97, -2.59], [1.91, -7.95, -1.54], [0.96, -7.22, -2.83], [-0.43, -9.97, -0.73], [-1.03, -8.96, 0.58], [0.71, -9.19, 0.35], [-1.67, -8.90, -2.32], [-1.46, -7.24, -2.81], [-2.37, -7.61, -1.34], [0.62, -7.33, 1.47], [0.96, -5.16, 2.57], [-0.63, -5.39, -2.16]]
}